Record 1
{"formula": "C32H25ClN5O2OsPS3", "method": "ωB97M-V/def2-TZVPD", "symbols": ["Os", "Cl", "S", "S", "S", "P", "O", "O", "N", "N", "N", "N", "N", "C", "C", "C", "C", "C", "C", "C", "C", "C", "C", "C", "C", "C", "C", "C", "C", "C", "C", "C", "C", "C", "C", "C", "C", "C", "C", "C", "C", "C", "C", "C", "C", "H", "H", "H", "H", "H", "H", "H", "H", "H", "H", "H", "H", "H", "H", "H", "H", "H", "H", "H", "H", "H", "H", "H", "H", "H"], "xyz": [[-0.66, -0.80, -1.85], [-2.83, 0.26, -3.12], [2.10, -1.25, 5.11], [-1.83, -2.42, -0.70], [0.57, -1.48, 1.30], [-1.18, 1.05, -0.49], [2.95, -0.12, 5.27], [1.22, -1.69, 6.14], [0.07, -2.45, -2.84], [-1.45, -5.02, -1.07], [1.11, -0.91, 3.75], [-0.19, -3.74, -2.47], [0.46, 0.08, -3.43], [-0.44, 3.75, -0.91], [1.33, 2.15, -0.64], [0.50, 4.76, -1.09], [-4.74, 3.06, -0.14], [-2.35, -0.26, 3.22], [1.41, -1.72, 2.79], [0.55, 1.36, -3.80], [-1.07, -3.82, -1.51], [-4.80, 1.85, -2.22], [2.45, -2.74, 3.04], [3.93, -4.56, 2.71], [1.09, -0.86, -4.20], [-1.22, 0.81, 1.33], [1.27, 1.78, -4.90], [-3.47, 2.56, 0.11], [1.95, 0.83, -5.66], [-5.40, 2.70, -1.31], [1.85, -0.51, -5.30], [-0.03, 2.44, -0.69], [1.85, 4.46, -1.02], [0.88, -2.24, -3.81], [2.27, 3.15, -0.80], [2.94, -3.72, 2.21], [-0.83, 1.61, 3.56], [-2.10, -0.19, 1.86], [-3.54, 1.36, -1.95], [2.93, -2.60, 4.34], [4.41, -4.41, 4.01], [3.91, -3.42, 4.85], [-2.84, 1.70, -0.79], [-0.58, 1.69, 2.21], [-1.71, 0.63, 4.07], [-0.35, 2.30, 4.24], [-3.02, -1.01, 3.61], [1.35, -3.07, -4.33], [-1.10, -5.84, -1.54], [1.31, 2.83, -5.15], [1.66, 1.12, -0.49], [0.08, 2.46, 1.82], [-2.62, -0.86, 1.18], [4.34, -5.34, 2.08], [-5.31, 1.56, -3.13], [2.53, 1.13, -6.52], [3.33, 2.92, -0.75], [-2.15, -5.12, -0.37], [-1.89, 0.58, 5.13], [2.34, -1.28, -5.88], [-1.50, 4.00, -0.96], [5.18, -5.08, 4.37], [-5.21, 3.72, 0.57], [0.02, 2.07, -3.18], [2.59, 5.24, -1.15], [0.18, 5.77, -1.26], [-2.96, 2.84, 1.03], [4.28, -3.30, 5.86], [-6.39, 3.09, -1.52], [2.57, -3.84, 1.20]], "lowdin_charge": [0.79, 0.71, 0.68, 0.54, 0.99, 0.85, -0.23, -0.23, -0.22, 0.12, 0.01, 0.02, -0.08, -0.07, -0.13, -0.05, -0.04, -0.04, -0.65, -0.11, -0.78, -0.08, -0.23, -0.03, -0.24, -0.39, -0.01, -0.07, 0.00, -0.03, 0.02, -0.41, -0.05, -0.04, -0.05, -0.01, -0.02, -0.12, -0.60, -0.21, -0.02, 0.00, -0.37, -0.07, 0.00, 0.13, 0.13, 0.15, 0.12, 0.12, 0.09, 0.12, 0.05, 0.12, 0.12, 0.13, 0.12, 0.10, 0.13, 0.13, 0.11, 0.12, 0.12, 0.10, 0.12, 0.12, 0.12, 0.14, 0.12, 0.11], "e_above_lowest_kcal_mol": 39.2, "lumo_ev": [-5.92, -9.18], "total_charge": 2, "multiplicity": 5, "e_tot_ev": -101902.89135}

Record 2
{"formula": "C32H25ClN7OPt", "method": "ωB97M-V/def2-TZVPD", "symbols": ["Pt", "Cl", "O", "N", "N", "N", "N", "N", "N", "N", "C", "C", "C", "C", "C", "C", "C", "C", "C", "C", "C", "C", "C", "C", "C", "C", "C", "C", "C", "C", "C", "C", "C", "C", "C", "C", "C", "C", "C", "C", "C", "C", "H", "H", "H", "H", "H", "H", "H", "H", "H", "H", "H", "H", "H", "H", "H", "H", "H", "H", "H", "H", "H", "H", "H", "H", "H"], "xyz": [[-0.87, -0.57, 0.13], [3.28, -1.33, 6.14], [-0.81, -1.76, 2.09], [0.84, -1.98, -0.15], [-0.55, 0.09, -1.97], [-1.04, 0.00, -4.11], [-1.61, -2.44, -1.32], [-0.48, 1.05, 1.66], [1.60, -4.03, -0.33], [-2.53, 0.99, -0.04], [2.07, -1.43, 4.97], [1.69, -0.29, 4.25], [2.66, -3.28, 0.17], [-0.81, -3.62, -0.97], [-0.25, 2.33, -4.75], [-3.96, 3.26, -0.75], [0.46, -2.75, 3.77], [4.76, -2.56, 0.96], [0.65, 3.50, -2.82], [-1.54, -2.05, -2.74], [0.33, 0.90, 2.68], [-0.60, 3.51, 1.80], [0.40, 2.44, -1.98], [-3.59, 0.91, -0.82], [-4.34, 2.02, -1.20], [0.54, -3.22, -0.49], [2.97, -0.94, 0.72], [1.42, -2.67, 4.72], [-1.05, -0.65, -2.92], [-0.50, 1.26, -3.90], [-2.15, 2.19, 0.43], [-2.38, 4.61, 0.61], [2.15, -1.98, 0.27], [-1.02, 2.26, 1.32], [-2.84, 3.37, 0.09], [-1.27, 4.67, 1.44], [-0.19, 1.31, -2.53], [3.96, -3.60, 0.51], [4.27, -1.25, 1.07], [0.72, -0.34, 3.26], [0.33, 3.45, -4.19], [0.06, -1.61, 2.97], [1.70, -3.53, 5.31], [-3.87, -0.08, -1.17], [4.93, -0.47, 1.41], [-0.48, 2.30, -5.81], [-0.86, -2.71, -3.27], [0.73, 1.78, 3.19], [-0.91, 5.62, 1.82], [-2.57, -2.60, -1.05], [-5.21, 1.89, -1.84], [2.17, 0.65, 4.48], [5.79, -2.76, 1.21], [1.62, -5.03, -0.51], [0.56, 4.30, -4.82], [-4.52, 4.15, -1.02], [2.59, 0.08, 0.77], [-1.32, -4.17, -0.17], [-0.05, -3.68, 3.58], [1.14, 4.39, -2.43], [0.27, 3.60, 2.44], [-0.71, -4.31, -1.81], [4.35, -4.61, 0.43], [-2.52, -2.16, -3.22], [0.69, 2.46, -0.93], [-1.36, -0.36, -4.99], [-2.93, 5.51, 0.35]], "lowdin_charge": [1.24, 0.89, -0.04, 0.03, 0.03, 0.20, -0.09, 0.02, 0.20, 0.02, -0.60, 0.02, -0.16, -0.10, 0.02, 0.07, 0.08, -0.05, -0.06, -0.09, 0.00, 0.06, -0.02, -0.06, 0.03, -0.29, -0.03, -0.03, -0.29, -0.16, -0.16, 0.11, -0.22, -0.14, -0.11, 0.03, -0.22, 0.02, -0.06, -0.11, -0.05, -0.32, 0.14, 0.13, 0.12, 0.13, 0.14, 0.14, 0.14, 0.12, 0.14, 0.14, 0.12, 0.19, 0.12, 0.15, 0.10, 0.15, 0.14, 0.11, 0.13, 0.14, 0.13, 0.14, 0.10, 0.19, 0.15], "lumo_ev": [-9.89, -12.36], "total_charge": 3, "multiplicity": 5, "e_tot_ev": -61811.51274}

Record 3
{"formula": "C32H25F6HfN5O6PS2", "method": "ωB97M-V/def2-TZVPD", "symbols": ["Hf", "S", "S", "P", "F", "F", "F", "F", "F", "F", "O", "O", "O", "O", "O", "O", "N", "N", "N", "N", "N", "C", "C", "C", "C", "C", "C", "C", "C", "C", "C", "C", "C", "C", "C", "C", "C", "C", "C", "C", "C", "C", "C", "C", "C", "C", "C", "C", "C", "C", "C", "C", "C", "H", "H", "H", "H", "H", "H", "H", "H", "H", "H", "H", "H", "H", "H", "H", "H", "H", "H", "H", "H", "H", "H", "H", "H", "H"], "xyz": [[0.44, 0.72, -1.03], [0.94, 1.09, -4.01], [2.64, -0.55, -2.39], [0.58, 0.23, 1.66], [0.46, -0.76, -5.57], [1.86, -3.08, -2.64], [-1.38, -0.14, -4.47], [3.81, -2.66, -1.82], [3.42, -2.46, -3.99], [-0.62, 1.09, -6.08], [-2.92, -6.56, -1.13], [2.22, -0.58, -0.92], [1.99, 1.66, -4.77], [-0.99, -6.44, 0.01], [3.71, 0.32, -2.74], [0.18, 1.91, -3.00], [1.22, -0.16, -3.00], [2.18, 0.80, 1.65], [1.95, 2.11, -0.34], [-1.57, -0.25, -0.90], [-1.12, 2.45, -0.70], [-3.25, 4.25, -0.88], [2.59, 1.82, 0.83], [-0.83, -3.32, 2.77], [-2.91, -2.31, -1.11], [-0.20, 0.75, 4.22], [-3.48, 2.85, -0.79], [-0.72, -1.97, 2.51], [0.22, -4.20, 2.60], [4.09, 3.62, 0.46], [-0.29, 0.25, -5.14], [-1.96, 4.70, -0.77], [-2.60, 0.53, -0.79], [-0.54, -3.80, -0.87], [-1.82, -5.94, -0.68], [2.96, -2.38, -2.76], [-0.55, 1.58, 5.27], [3.39, 4.00, -0.72], [-1.75, -4.46, -0.91], [0.55, -1.50, 2.13], [-0.76, 2.47, 2.63], [-1.02, 2.86, 5.00], [2.37, 3.17, -1.11], [-2.41, 2.00, -0.73], [-1.19, 3.28, 3.69], [3.69, 2.57, 1.22], [-2.94, -3.73, -1.07], [1.45, -3.70, 2.17], [-1.69, -1.67, -0.97], [1.62, -2.37, 1.87], [-0.22, 1.24, 2.92], [-0.93, 3.77, -0.68], [-0.52, -2.41, -0.94], [0.47, -1.95, -0.79], [0.07, 4.15, -0.47], [-3.47, -6.05, -1.72], [-1.62, 4.26, 3.47], [0.09, -0.25, 4.39], [1.89, 3.32, -2.06], [-4.06, 4.95, -0.97], [-4.44, 2.39, -0.79], [2.74, 0.68, 2.48], [-3.89, -1.82, -1.12], [-0.87, 2.78, 1.61], [3.68, 4.84, -1.32], [-0.52, 1.19, 6.29], [-3.90, -4.18, -1.15], [-1.77, -3.72, 3.15], [-1.73, 5.74, -0.75], [2.62, -1.98, 1.60], [2.30, -4.39, 2.09], [0.39, -4.37, -0.76], [4.93, 4.21, 0.82], [-1.33, 3.50, 5.83], [-1.56, -1.28, 2.67], [-3.62, 0.19, -0.71], [4.16, 2.34, 2.17], [0.11, -5.23, 2.85]], "lowdin_charge": [1.68, 0.76, 0.73, 1.00, 0.18, 0.20, 0.17, 0.22, 0.22, 0.23, 0.16, -0.44, -0.15, 0.17, -0.17, -0.40, -0.39, -0.08, -0.07, -0.03, -0.04, 0.05, -0.35, -0.05, 0.03, -0.08, 0.06, -0.10, -0.02, 0.02, -0.66, 0.01, 0.02, 0.02, -0.47, -0.68, -0.03, 0.01, -0.09, -0.38, -0.09, -0.03, -0.12, -0.24, -0.04, 0.03, 0.05, -0.04, -0.27, -0.09, -0.36, -0.09, -0.05, 0.07, 0.13, 0.11, 0.12, 0.10, 0.11, 0.14, 0.13, 0.14, 0.13, 0.06, 0.13, 0.14, 0.12, 0.13, 0.13, 0.12, 0.13, 0.14, 0.14, 0.13, 0.12, 0.14, 0.14, 0.12], "lumo_ev": -10.22, "total_charge": 3, "multiplicity": 1, "e_tot_ev": -101873.45462}